Record 1
Computed, not measured: C3H6NO2PS in the gas phase at a distorted geometry, with wB97M-V/def2-TZVPD.

XYZ file:
```
14
Properties=species:S:1:pos:R:3:forces:R:3
C -1.0548 -1.0016 0.1539 0.9 -2.9 0.4
C -0.0156 1.0907 0.1125 -0.7 -0.4 3.0
C 1.0293 -0.0648 0.4684 -0.1 1.3 0.2
N -1.2773 0.3236 0.1593 3.0 -0.7 -0.4
O -1.8310 -1.9073 0.0581 -0.7 0.3 -0.2
O 0.2707 -1.2917 0.3158 0.7 1.0 -0.3
P 2.6161 0.0063 -0.6134 -0.3 1.3 1.9
S -2.6761 1.1320 -0.3287 -2.7 5.4 -0.8
H -0.2554 1.8397 0.9476 1.4 -0.6 -1.1
H 0.1224 1.6292 -0.8152 0.1 -0.2 -0.3
H 1.3520 -0.0196 1.5064 -0.3 0.2 0.1
H 1.7872 -0.6780 -1.3755 -0.7 -1.6 -2.4
H 3.1896 -1.1026 0.0208 0.1 -0.3 0.0
H -3.2571 0.0440 -0.6100 -0.7 -2.9 -0.2
```
Positions in Å, forces in eV/Å.

2S+1 ... 3
Expectation value of S² ... 2.0057
Largest force on an atom ... 6.10 eV/A
HOMO-LUMO gap (alpha / beta) ... 5.729 / 8.051 eV
Charge ... 0
HOMO level (alpha / beta) ... -5.136 / -10.439 eV
LUMO energy (alpha / beta) ... 0.0218 / -0.0878 Ha

Table of natural (NBO) atomic charges, one value per atom, all in e: number 1, C, carries 0.85; number 2, C, carries -0.28; number 3, C, carries -0.15; number 4, N, carries -0.63; number 5, O, carries -0.56; number 6, O, carries -0.50; number 7, P, carries 0.30; number 8, S, carries 0.29; number 9, H, carries 0.23; number 10, H, carries 0.22; number 11, H, carries 0.20; number 12, H, carries -0.02; number 13, H, carries -0.01; number 14, H, carries 0.06

***

Record 2
Computed, not measured: a molecular structure, C3H6NO4SSc at a distorted geometry, with wB97M-V/def2-TZVPD.

XYZ file:
```
16
Properties=species:S:1:pos:R:3:forces:R:3
O 1.3937 -1.2899 0.2623 -1.5 1.1 1.5
C 1.3989 -1.6172 -1.0763 0.4 -0.9 -1.7
C 0.8665 -0.5017 -1.9737 0.8 0.2 -0.3
O -0.4893 -0.1968 -1.6448 -0.6 0.4 0.8
C -0.7103 0.7333 -0.7083 0.1 -0.3 -0.3
Sc 0.1260 -0.3649 1.3560 0.1 0.2 0.2
H 0.8007 -2.5282 -1.2809 0.2 0.3 0.3
H 2.4243 -1.8293 -1.4405 -0.4 0.1 0.3
H 0.8675 -0.8190 -3.0241 0.0 0.1 0.3
H 1.4772 0.4082 -1.8640 -0.2 -0.2 0.0
H -1.7716 0.9310 -0.5393 0.2 0.0 0.0
H 0.0036 1.5681 -0.6559 -0.1 -0.1 0.0
N -1.2572 -0.0645 2.9454 1.0 -0.5 -0.4
S -1.5543 1.3490 3.2424 -2.6 2.4 -1.2
O -2.8319 1.8064 3.7863 2.5 -1.0 -0.2
O -0.7438 2.4157 2.6153 -0.1 -1.6 0.8
```
Positions in Å, forces in eV/Å.

2S+1 ... 2
Expectation value of S² ... 0.7537
Energy above the lowest of the compared OMol25 structures with the same formula, charge and spin ... 26.6 kJ/mol
Largest force on an atom ... 3.74 eV/A
HOMO-LUMO gap (alpha / beta) ... 8.333 / 7.542 eV
Charge ... +1
HOMO level (alpha / beta) ... -14.201 / -14.371 eV
LUMO energy (alpha / beta) ... -0.2156 / -0.2510 Ha

Table of natural (NBO) atomic charges, one value per atom, all in e: number 1, O, carries -0.89; number 2, C, carries -0.10; number 3, C, carries -0.11; number 4, O, carries -0.36; number 5, C, carries -0.25; number 6, Sc, carries 2.11; number 7, H, carries 0.20; number 8, H, carries 0.22; number 9, H, carries 0.25; number 10, H, carries 0.20; number 11, H, carries 0.24; number 12, H, carries 0.21; number 13, N, carries -1.30; number 14, S, carries 2.23; number 15, O, carries -0.76; number 16, O, carries -0.88

***

Record 3
Computed, not measured: 2 unconnected molecules or ions with the total composition C3H6NOP at a distorted geometry, with wB97M-V/def2-TZVPD.

XYZ file:
```
12
Properties=species:S:1:pos:R:3:forces:R:3
C 0.2628 -1.3296 -0.3333 2.6 -2.3 2.2
C 0.8591 -0.2801 0.5005 0.9 0.3 1.4
C 0.8506 1.1755 0.0926 -1.9 0.5 0.8
N -0.3570 -0.8889 0.8732 -1.8 0.1 0.6
O -3.1802 0.2370 -1.0595 -0.1 -0.6 -2.8
P -3.0962 0.5312 0.3433 0.4 0.4 2.8
H -0.1200 -0.9887 -1.2034 -1.5 0.5 -2.9
H 0.7231 -2.3677 -0.2649 -0.8 1.3 -0.4
H 1.6444 -0.5983 1.2075 0.0 0.4 -0.5
H 0.6623 1.9313 0.9823 0.9 -1.6 -1.9
H 0.0213 1.3272 -0.6388 0.4 -0.1 0.6
H 1.7297 1.2511 -0.4994 1.1 1.1 -0.1
```
Positions in Å, forces in eV/Å.

Energy above the lowest of the compared OMol25 structures with the same formula, charge and spin ... 375.5 kJ/mol
Largest force on an atom ... 4.14 eV/A
HOMO-LUMO gap (alpha / beta) ... 9.743 / 6.210 eV
Charge ... 0
HOMO level (alpha / beta) ... -9.966 / -7.210 eV
LUMO energy (alpha / beta) ... -0.0082 / -0.0368 Ha

Table of natural (NBO) atomic charges, one value per atom, all in e: number 1, C, carries -0.33; number 2, C, carries -0.16; number 3, C, carries -0.62; number 4, N, carries -0.21; number 5, O, carries -0.98; number 6, P, carries 0.99; number 7, H, carries 0.21; number 8, H, carries 0.22; number 9, H, carries 0.21; number 10, H, carries 0.23; number 11, H, carries 0.21; number 12, H, carries 0.22

***

Record 4
Computed, not measured: a gas-phase ion, C3H6NOS (charge +1) at a distorted geometry, with wB97M-V/def2-TZVPD.

XYZ file:
```
12
Properties=species:S:1:pos:R:3:forces:R:3
C 1.4581 -0.5923 -0.0552 -1.1 -1.9 -2.1
C 0.2100 1.3445 -0.1639 0.2 1.2 1.4
C -0.1811 -0.0146 -0.6055 3.4 -2.0 3.6
N -1.0279 -0.8050 0.3746 -2.9 2.9 -0.4
O 1.9276 -1.6901 0.0414 -1.1 1.8 0.1
S 2.0091 1.0029 0.1183 -0.1 1.1 0.5
H 0.0988 2.2000 -0.8206 -0.3 -0.2 -0.3
H -0.3111 1.5737 0.7797 0.4 0.3 -0.2
H -0.4054 -0.1057 -1.5937 -1.0 -0.9 -2.6
H -0.5986 -0.7123 1.2793 0.3 -0.3 0.7
H -1.1351 -1.7635 0.1415 0.3 -1.4 -0.4
H -2.0444 -0.4377 0.5040 1.9 -0.6 -0.4
```
Positions in Å, forces in eV/Å.

Energy above the lowest of the compared OMol25 structures with the same formula, charge and spin ... 87.6 kJ/mol
Largest force on an atom ... 5.39 eV/A
HOMO-LUMO gap ... 9.920 eV
Charge ... +1
HOMO level ... -14.171 eV
LUMO energy ... -0.1562 Ha
Structure (SMILES) ... [NH3+][C@H]1CSC1=O

Table of natural (NBO) atomic charges, one value per atom, all in e: number 1, C, carries 0.35; number 2, C, carries -0.54; number 3, C, carries -0.15; number 4, N, carries -0.67; number 5, O, carries -0.46; number 6, S, carries 0.39; number 7, H, carries 0.27; number 8, H, carries 0.23; number 9, H, carries 0.25; number 10, H, carries 0.44; number 11, H, carries 0.46; number 12, H, carries 0.45

***

Record 5
Computed, not measured: a gas-phase ion, C3H6NOS2 (charge +1) at a distorted geometry, with wB97M-V/def2-TZVPD.

XYZ file:
```
13
Properties=species:S:1:pos:R:3:forces:R:3
C 0.9611 -0.6767 0.7260 0.9 0.8 0.6
C 0.1394 -1.7940 0.6024 0.1 -0.5 0.2
C -0.5833 0.7258 -0.4780 -1.9 -0.3 1.1
N 0.8070 0.3695 -0.3489 1.2 1.1 -1.5
O -0.7645 -2.0247 -0.1822 -0.9 1.1 -1.9
S -1.4106 0.8366 1.0660 0.4 -0.2 -1.8
S -1.0762 0.8242 -2.1025 -0.1 0.1 0.3
H 1.2975 -0.3239 1.7146 0.3 -0.1 -1.0
H 0.2931 -2.6236 1.2593 0.9 -0.3 1.3
H 1.4032 1.2797 -0.2577 -1.0 -2.0 0.5
H 1.0649 0.0484 -1.3527 0.1 -0.1 2.0
H -2.6296 1.1253 0.5518 0.3 0.3 -0.1
H -2.4074 0.8277 -1.9515 -0.1 0.1 0.2
```
Positions in Å, forces in eV/Å.

Energy above the lowest of the compared OMol25 structures with the same formula, charge and spin ... 336.5 kJ/mol
Largest force on an atom ... 2.39 eV/A
HOMO-LUMO gap (alpha / beta) ... 5.792 / 5.789 eV
Charge ... +1
HOMO level (alpha / beta) ... -12.352 / -12.351 eV
LUMO energy (alpha / beta) ... -0.2411 / -0.2411 Ha

Table of natural (NBO) atomic charges, one value per atom, all in e: number 1, C, carries -0.41; number 2, C, carries 0.29; number 3, C, carries -0.06; number 4, N, carries -0.61; number 5, O, carries -0.61; number 6, S, carries 0.35; number 7, S, carries 0.33; number 8, H, carries 0.25; number 9, H, carries 0.18; number 10, H, carries 0.49; number 11, H, carries 0.46; number 12, H, carries 0.16; number 13, H, carries 0.20

***

Record 6
Computed, not measured: 2 unconnected molecules or ions with the total composition C3H6NOS2 at a distorted geometry, with wB97M-V/def2-TZVPD.

XYZ file:
```
13
Properties=species:S:1:pos:R:3:forces:R:3
C 2.0995 -0.8194 -0.1888 -2.3 -1.3 0.8
C 0.8316 -0.2443 -0.4452 1.6 0.3 -0.2
C -3.3807 0.4878 0.2425 2.9 -1.9 2.8
N 4.0419 -0.0054 0.3152 0.6 4.1 -0.5
O 4.2733 1.1006 0.0952 -0.9 -3.9 0.8
S -0.4003 -0.2971 0.7020 -0.3 0.5 -0.7
S -1.6550 1.0245 -0.2941 -1.2 0.0 0.3
H 1.8720 -1.4703 0.6763 1.6 0.1 -0.1
H 2.7530 -1.2361 -0.9515 -0.5 0.3 -0.2
H 0.6169 0.3072 -1.3455 -0.1 0.1 -0.3
H -4.1374 1.0303 -0.1824 -1.4 1.5 -1.8
H -3.4710 0.7205 1.3427 0.2 -0.6 -1.1
H -3.4440 -0.5982 0.0336 -0.3 0.8 0.2
```
Positions in Å, forces in eV/Å.

Energy above the lowest of the compared OMol25 structures with the same formula, charge and spin ... 353.5 kJ/mol
Largest force on an atom ... 4.45 eV/A
HOMO-LUMO gap (alpha / beta) ... 6.070 / 7.704 eV
Charge ... +1
HOMO level (alpha / beta) ... -12.866 / -13.071 eV
LUMO energy (alpha / beta) ... -0.2498 / -0.1973 Ha

Table of natural (NBO) atomic charges, one value per atom, all in e: number 1, C, carries -0.40; number 2, C, carries -0.32; number 3, C, carries -0.69; number 4, N, carries 0.38; number 5, O, carries -0.06; number 6, S, carries 0.47; number 7, S, carries 0.16; number 8, H, carries 0.22; number 9, H, carries 0.25; number 10, H, carries 0.25; number 11, H, carries 0.25; number 12, H, carries 0.24; number 13, H, carries 0.24